1.
Below is a cluster of 7 separate species, C34H55F18N2O14P in total at a distorted geometry, with properties calculated with ωB97M-V with the def2-TZVPD basis set.

```
! wB97M-V def2-TZVPD RIJCOSX def2/J DEFGRID3
* xyz 0 1
P 1.12 -0.18 0.58
F 1.21 -13.22 -0.86
F 2.04 -12.87 -2.82
F 1.39 -5.25 1.77
F -1.73 11.91 5.00
F 2.43 -3.57 2.66
F 7.77 -4.05 -1.59
F 6.20 -2.86 -0.72
F -7.72 5.76 1.13
F 5.79 -4.10 -2.44
F -6.46 6.18 2.82
F -4.07 2.62 -7.29
F -3.11 4.24 -6.22
F -2.92 13.55 5.72
F -2.61 13.30 3.61
F -7.12 7.79 1.53
F 3.55 -5.22 1.83
F -0.10 -12.82 -2.52
F -1.92 2.66 -7.07
O 1.98 3.50 -0.38
O -4.16 2.62 -4.42
O -5.32 5.38 -0.05
O 0.42 -10.20 -2.18
O -4.85 11.68 5.58
O 5.97 -1.62 -3.30
O 8.20 -1.76 -2.95
O 3.10 -6.57 4.12
O -4.61 7.28 0.92
O 2.16 -10.76 -0.87
O 2.07 2.64 1.70
O 1.50 -5.07 4.64
O -4.07 11.09 3.56
O -2.52 1.16 -4.92
N 2.67 -5.83 -1.33
N -2.44 0.91 0.83
C -5.16 10.18 3.37
C 7.08 -2.14 -2.79
C 1.07 -12.51 -1.97
C -3.07 2.93 -6.46
C 6.71 -3.32 -1.87
C 6.54 -0.89 -5.56
C -4.43 1.94 -3.18
C 2.14 -0.48 2.09
C 2.28 -3.38 -1.77
C -5.47 6.30 0.68
C -3.35 7.20 0.21
C 1.28 -1.21 -0.96
C -3.19 2.12 -5.16
C -3.45 2.35 -2.10
C 1.15 -11.00 -1.69
C 6.15 -0.47 -4.15
C 2.18 2.45 0.48
C -3.48 7.74 -1.19
C 1.33 -2.72 -0.74
C 2.40 -9.37 -0.54
C 1.32 -5.67 5.94
C 1.90 -4.83 -2.10
C 2.42 -5.63 3.87
C -6.40 10.91 2.88
C 2.44 1.11 -0.14
C -0.30 -1.25 1.29
C 2.45 -4.90 2.51
C -1.55 -1.38 0.41
C -4.06 11.76 4.70
C -2.81 12.65 4.76
C 2.36 -5.17 6.92
C -6.72 6.51 1.55
C 1.48 -8.92 0.57
C -2.06 -0.08 -0.19
H 2.81 -5.49 -0.39
H 1.75 0.17 2.86
H -2.43 2.06 -2.36
H 2.04 -1.50 2.45
H -5.36 9.62 4.28
H 1.73 -7.90 0.86
H 0.37 -3.19 -0.88
H -4.83 9.46 2.62
H -1.33 0.33 -0.88
H 3.36 -5.49 6.62
H 2.23 -0.93 -1.41
H -0.61 -0.75 2.21
H 5.20 0.04 -4.15
H 2.16 -2.80 -2.68
H -2.36 -1.76 1.04
H 5.80 -1.58 -5.96
H -3.71 1.89 -1.15
H 0.03 -2.23 1.61
H -7.19 10.20 2.66
H 3.31 -3.32 -1.44
H -3.46 3.44 -1.98
H -1.43 -2.10 -0.39
H 0.53 -0.92 -1.68
H -4.41 0.86 -3.34
H 3.18 -0.23 1.95
H 3.44 -9.33 -0.22
H 2.35 -4.08 6.97
H 1.68 -2.95 0.26
H 3.47 0.81 0.04
H -2.08 1.82 0.58
H -4.17 7.14 -1.79
H 0.32 -5.37 6.25
H -6.76 11.61 3.63
H -2.51 7.75 -1.69
H 0.44 -8.94 0.24
H 0.25 0.93 0.66
H 3.60 -5.83 -1.74
H 2.14 3.21 -1.28
H -2.07 0.66 1.73
H -5.44 2.21 -2.90
H -2.99 6.18 0.22
H 0.84 -5.00 -1.95
H 2.14 -4.99 -3.14
H 2.15 -5.57 7.91
H 2.30 -8.75 -1.43
H 6.59 -0.02 -6.21
H 1.58 -9.57 1.44
H -6.17 11.48 1.98
H -3.88 8.76 -1.18
H 7.50 -1.39 -5.57
H 2.32 1.22 -1.22
H 1.33 -6.75 5.85
H 6.89 0.20 -3.72
H -2.66 7.80 0.79
H -2.95 -0.32 -0.76
*
```

Summary:
SMILES: C[PH](CCCN)(CCCCN)CC(=O)O.CCOC(=O)C(F)(F)F.CCOC(=O)C(F)(F)F.CCOC(=O)C(F)(F)F.CCOC(=O)C(F)(F)F.CCOC(=O)C(F)(F)F.CCOC(=O)C(F)(F)F
LUMO energy: -0.004 eV
HOMO-LUMO gap: 8.383 eV
E_HOMO: -8.39 eV
maximum force: 0.0546 Eh/bohr
relative energy (zero: lowest compared OMol25 entry of this formula, charge and spin): 0.00 kJ/mol

=====

2.
Below is a cluster of 2 separate species, C6H15O in total at a distorted geometry, with properties calculated with ωB97M-V with the def2-TZVPD basis set.

```
! wB97M-V def2-TZVPD RIJCOSX def2/J DEFGRID3
* xyz 0 2
O -1.42 1.92 -2.04
C 0.96 0.66 -1.84
C -0.14 -1.17 1.44
C 0.96 0.33 -0.39
C -1.26 -2.19 1.69
C -0.13 -0.73 -0.06
C 0.87 1.62 0.47
H -1.98 2.68 -2.47
H 0.02 1.21 -2.16
H 0.93 1.43 1.55
H -0.31 -0.28 2.06
H 0.85 -1.56 1.73
H -1.11 -0.29 -0.29
H -1.11 -3.09 1.09
H 1.84 1.23 -2.20
H -2.23 -1.73 1.44
H -1.35 -2.52 2.73
H 1.70 2.33 0.28
H -0.07 -1.66 -0.69
H 1.88 -0.13 -0.08
H 1.18 -0.20 -2.50
H -0.08 2.15 0.24
*
```

Summary:
LUMO energy (alpha / beta): 0.691 / -2.301 eV
HOMO-LUMO gap (alpha / beta): 11.217 / 8.225 eV
E_HOMO (alpha / beta): -10.53 / -10.53 eV
maximum force: 0.0679 Eh/bohr
relative energy (zero: lowest compared OMol25 entry of this formula, charge and spin): 141.67 kJ/mol

=====

3.
Below is a cluster of 2 separate species, CHF3O2P in total at a distorted geometry, with properties calculated with ωB97M-V with the def2-TZVPD basis set.

```
! wB97M-V def2-TZVPD RIJCOSX def2/J DEFGRID3
* xyz -1 1
P 0.18 -1.04 -0.01
F -3.37 0.21 -1.23
F -3.82 -1.06 0.48
F -3.14 0.99 0.79
O 0.41 -1.74 -1.27
O 0.46 -1.68 1.28
C -2.91 -0.14 0.02
H 0.41 0.34 -0.04
*
```

Summary:
LUMO energy (alpha / beta): 3.888 / 3.888 eV
HOMO-LUMO gap (alpha / beta): 7.763 / 7.764 eV
E_HOMO (alpha / beta): -3.87 / -3.88 eV
maximum force: 0.0437 Eh/bohr
relative energy (zero: lowest compared OMol25 entry of this formula, charge and spin): 345.66 kJ/mol

=====

4.
Below is a cluster of 4 separate species, C27H73B2FN10O11P3 in total at a distorted geometry, with properties calculated with ωB97M-V with the def2-TZVPD basis set.

```
! wB97M-V def2-TZVPD RIJCOSX def2/J DEFGRID3
* xyz -1 1
P 5.45 3.49 -6.98
P -4.80 -4.50 0.13
P -0.16 4.67 6.33
F 4.10 -0.45 -2.87
O -0.24 -3.06 -3.16
O 0.16 -2.43 2.83
O 5.17 4.57 -7.95
O -1.26 -0.99 -0.43
O 0.91 -3.92 -1.24
O 3.24 0.43 -1.04
O 0.87 4.83 5.27
O 0.57 1.29 1.14
O -3.82 -4.66 -0.98
O 1.07 -1.19 -0.19
O 0.13 2.51 1.77
N -1.00 5.41 7.56
N 0.45 3.40 7.30
N 6.28 4.26 -5.71
N -0.64 0.81 -1.76
N 4.79 2.29 -6.04
N 6.38 2.42 -7.98
N -4.30 -5.62 1.31
N -6.27 -4.88 -0.72
N -5.49 -3.42 1.18
N -1.54 4.33 5.37
C -5.90 -2.14 0.62
C -0.31 0.26 1.56
C 0.76 -1.33 -1.53
C -0.67 -0.67 -1.63
C 3.78 1.45 -6.68
C 1.75 -0.73 -2.57
C 1.48 -2.89 2.77
C 7.68 1.88 -7.64
C -1.54 4.76 8.74
C -1.42 4.62 3.93
C -0.46 -2.43 1.52
C 6.30 2.67 -9.42
C -1.56 6.73 7.26
C -6.17 -4.88 -2.18
C -2.98 -5.35 1.88
C 1.70 3.68 7.97
C 7.65 4.14 -5.27
C -7.25 -5.85 -0.29
C -0.05 2.05 7.49
C -1.47 -3.75 -2.93
C 5.51 5.27 -4.99
C -6.05 -3.75 2.48
C 5.34 1.76 -4.80
C -2.43 3.18 5.55
C 3.03 -0.18 -2.02
C -1.32 -5.28 -3.04
C -4.92 -6.82 1.79
B 0.46 -2.84 -1.99
B -0.17 -1.09 0.63
H -2.96 3.22 6.50
H 7.69 3.92 -4.19
H -5.93 -6.96 1.41
H 6.42 1.59 -4.85
H -2.19 -3.44 -3.69
H -1.61 7.35 8.16
H 0.26 1.18 -1.44
H 1.51 -3.98 2.92
H 6.18 5.97 -4.49
H -1.92 2.22 5.44
H -2.57 -6.26 2.32
H -2.04 3.81 8.52
H 6.55 1.76 -9.96
H 8.22 5.06 -5.44
H -5.76 -5.82 -2.58
H -0.91 3.83 3.39
H 1.25 0.07 -3.13
H 4.88 0.81 -4.57
H -7.16 -4.71 -2.60
H -0.71 1.08 -2.73
H 6.98 3.47 -9.74
H 1.54 4.26 8.89
H -6.92 -2.18 0.22
H -1.63 -5.78 -2.12
H 5.14 2.42 -3.95
H 8.04 1.25 -8.46
H -5.23 -1.85 -0.19
H -2.56 6.65 6.82
H -5.02 -6.80 2.89
H -5.84 -1.35 1.37
H 2.06 -2.40 3.56
H 7.64 1.22 -6.77
H -5.27 -3.87 3.24
H 4.89 5.85 -5.68
H -0.92 7.26 6.55
H -3.03 -4.59 2.67
H 0.79 2.73 2.45
H 0.18 -4.40 -0.83
H 3.22 2.02 -7.42
H -1.25 -0.99 -2.50
H -6.85 -6.87 -0.21
H -1.34 0.62 1.44
H -0.17 1.84 8.57
H -7.73 -5.57 0.65
H -8.06 -5.90 -1.02
H 1.96 -2.65 1.81
H 4.24 0.59 -7.19
H -6.66 -4.65 2.47
H -4.35 -7.72 1.53
H -1.91 -3.45 -1.97
H 5.30 2.95 -9.71
H 3.06 1.08 -5.95
H -0.77 4.57 9.49
H 8.44 2.65 -7.49
H -0.17 0.07 2.64
H -0.27 -5.50 -3.18
H 2.37 4.25 7.33
H -2.28 -5.01 1.12
H -2.41 4.78 3.50
H -1.54 -2.54 1.69
H -0.10 -3.34 1.02
H -0.87 5.55 3.78
H 1.99 -1.49 -3.31
H 4.85 4.82 -4.24
H 2.21 2.75 8.23
H 8.17 3.33 -5.77
H -1.02 1.90 7.04
H -6.69 -2.93 2.80
H -5.54 -4.07 -2.52
H 0.64 1.30 7.08
H -2.28 5.41 9.20
H -3.21 3.21 4.78
H -1.85 -5.66 -3.91
*
```

Summary:
LUMO energy: 2.207 eV
HOMO-LUMO gap: 6.682 eV
E_HOMO: -4.48 eV
maximum force: 0.0968 Eh/bohr